Here is one molecule with the formula C21H24FN3O5S2 from the Open Molecules 2025 dataset. Energies are from wB97M-V/def2-TZVPD.

CARTESIAN COORDINATES (ANGSTROEM)
O -1.34238 -0.64186 1.67519
C -1.06563 0.38901 1.09007
N -1.90721 1.44600 1.02961
C -1.75291 2.56431 0.13268
H -0.73036 2.61116 -0.24092
H -1.96512 3.48393 0.68731
C -2.73946 2.41708 -1.03950
N -3.99376 1.85428 -0.58887
S -4.61869 0.52558 -1.37230
O -5.99332 0.44302 -0.98304
O -4.27159 0.67220 -2.75240
C -3.77814 -0.93044 -0.73535
C -2.65953 -1.39147 -1.39829
C -2.02158 -2.50979 -0.88913
C -2.47667 -3.16056 0.24330
C -3.61398 -2.68840 0.87521
C -4.27078 -1.57116 0.38487
H -5.17200 -1.19777 0.84477
H -3.98458 -3.19082 1.75455
H -1.94278 -4.02062 0.61360
F -0.92350 -2.97359 -1.51669
H -2.32569 -0.90448 -2.30085
C -4.28756 2.00807 0.81008
H -4.38244 3.07737 1.02666
C -3.19833 1.37465 1.69371
H -3.39712 0.31941 1.89344
H -3.14168 1.90325 2.65313
H -5.25536 1.53772 0.98047
H -2.92213 3.39755 -1.49576
H -2.34203 1.75672 -1.81137
C 0.28718 0.59893 0.47252
C 0.62983 0.01786 -0.74232
C 1.91537 0.15852 -1.23890
C 2.85181 0.86620 -0.51155
C 2.52323 1.45697 0.69364
C 1.23760 1.32349 1.18836
H 0.96688 1.77421 2.13162
H 3.27374 2.02672 1.21827
S 4.53512 1.01779 -1.13594
O 5.11674 2.17857 -0.53072
O 4.48410 0.92125 -2.56337
N 5.39826 -0.29581 -0.58947
C 4.98288 -1.59170 -1.07963
H 5.88084 -2.19735 -1.23462
H 4.48129 -1.46206 -2.03620
C 4.09679 -2.20456 0.02138
H 3.04086 -2.09000 -0.22052
H 4.30278 -3.26716 0.13453
C 4.45225 -1.41455 1.29438
H 3.57791 -0.88819 1.67624
H 4.82644 -2.06384 2.08354
C 5.53668 -0.41815 0.84454
H 6.53523 -0.81232 1.05599
H 5.44938 0.56942 1.29277
H 2.19660 -0.26228 -2.19102
H -0.10349 -0.54232 -1.29770

Orbital gap in eV: 9.775
Highest occupied orbital energy in eV: -9.5
SMILES string: O=C(c1ccc(S(=O)(=O)N2CCCC2)cc1)N1CCN(S(=O)(=O)c2cccc(F)c2)CC1

=====

Here is C21H24LaN2OP2 as an isolated structure from the Open Molecules 2025 dataset. Energies are from wB97M-V/def2-TZVPD.

CARTESIAN COORDINATES (ANGSTROEM)
C -3.06370 -1.44546 -2.29302
C -1.88189 -0.81562 -1.88091
C -1.88873 -0.12253 -0.64099
C -3.06820 -0.02991 0.14809
C -4.23601 -0.68815 -0.32611
C -4.21895 -1.40223 -1.50524
C -3.00958 0.72898 1.34166
C -1.98989 1.67844 1.52704
C -0.83329 1.56302 0.71382
C 0.26521 2.45773 0.86771
C 0.19423 3.44050 1.85404
C -0.93172 3.54038 2.68534
C -2.02428 2.71385 2.50751
H -3.05585 -2.01607 -3.22419
H -5.14139 -0.60403 0.26951
H -5.11980 -1.92392 -1.86330
H -3.90545 0.78302 1.97028
H 1.05735 4.08769 2.02478
H -0.95711 4.31246 3.45612
H -2.91639 2.79870 3.12347
N -0.72937 0.41021 -0.07698
La 0.36658 -1.16664 1.20903
C -0.61659 -1.00614 -2.68284
H -0.11014 -0.04968 -2.89308
H -0.84046 -1.55666 -3.60952
C 1.52728 2.26231 0.05720
H 1.30439 2.14012 -1.01577
H 2.23757 3.08499 0.20500
P 0.62653 -2.05970 -1.75093
P 2.43405 0.73338 0.60253
C 3.18617 1.28066 2.17348
H 3.81000 0.45851 2.55029
H 3.81436 2.15975 1.98434
H 2.43290 1.51188 2.93642
C 3.86824 0.62981 -0.48672
H 4.53943 1.47502 -0.30359
H 4.38348 -0.31300 -0.27675
H 3.54188 0.61976 -1.53078
C -0.18642 -3.71132 -1.90798
H -0.25120 -4.03414 -2.96071
H 0.45044 -4.40856 -1.34370
H -1.18911 -3.67715 -1.45952
C 1.94695 -2.29458 -2.96745
H 2.76363 -2.81258 -2.45351
H 1.59165 -2.90881 -3.80572
H 2.30653 -1.32827 -3.33608
C -0.92886 0.12623 3.49756
O 0.20873 -0.20005 3.79994
H -1.70159 0.79571 4.02286
N 3.48057 -2.89985 0.52511
C 2.45780 -2.31804 0.54228

Orbital gap (alpha / beta) in eV: 6.683 / 4.561
Charge: +1
Highest occupied orbital energy (alpha / beta) in eV: -11.0 / -9.4

=====

Here is one molecule with the formula C21H24N2O3S from the Open Molecules 2025 dataset. Energies are from wB97M-V/def2-TZVPD.

CARTESIAN COORDINATES (ANGSTROEM)
C 3.78871 -4.34337 3.09519
H 4.77343 -4.80810 3.11209
O 3.06506 -4.91175 4.15665
C 1.67808 -4.67160 4.13852
C 1.27645 -3.21651 4.44225
N 1.18101 -2.38878 3.26317
C -0.01419 -2.00443 2.75144
O -1.07596 -2.28729 3.27030
C 0.06988 -1.20032 1.49468
C 1.13231 -0.34914 1.20703
C 1.13866 0.38261 0.03488
C 0.08574 0.27997 -0.86727
C -0.98207 -0.56023 -0.57530
C -0.99110 -1.28767 0.59772
H -1.82078 -1.93265 0.84351
H -1.80693 -0.63295 -1.26857
C 0.09789 1.05674 -2.15289
N 0.63772 2.37878 -2.01100
C 1.86397 2.65705 -2.50000
O 2.44782 3.70488 -2.33989
C 2.44743 1.49286 -3.28050
H 2.73981 1.81723 -4.27851
H 3.32751 1.10213 -2.76619
S 1.16839 0.22316 -3.40818
C -0.05531 3.33732 -1.17530
H 0.66887 4.12994 -0.96680
C -1.29075 3.94311 -1.85404
C -2.41286 2.95525 -2.01634
C -2.86108 2.58503 -3.27888
C -3.87329 1.65195 -3.42378
C -4.45037 1.07484 -2.30561
C -4.01918 1.44515 -1.04257
C -3.01163 2.38179 -0.89986
H -2.68734 2.67025 0.08980
H -4.46871 1.00394 -0.16545
H -5.23635 0.34306 -2.41766
H -4.20905 1.37367 -4.41180
H -2.40976 3.02769 -4.15584
H -0.99873 4.34414 -2.82610
H -1.62888 4.77506 -1.23163
H -0.33860 2.84907 -0.23761
H -0.90799 1.08877 -2.58253
H 1.96460 1.04752 -0.17584
H 1.94620 -0.22480 1.90690
H 2.02115 -2.21071 2.73798
H 0.28275 -3.20614 4.89514
H 1.99852 -2.78617 5.14264
H 1.28011 -5.32301 4.91896
H 1.24614 -4.97041 3.17146
H 3.31015 -4.54717 2.12942
H 3.91254 -3.25977 3.21619

Orbital gap in eV: 9.335
Highest occupied orbital energy in eV: -8.9
SMILES string: COCCNC(=O)c1ccc([C@@H]2SCC(=O)N2CCc2ccccc2)cc1

=====

Here is one molecule with the formula C21H24N2O3S from the Open Molecules 2025 dataset. Energies are from wB97M-V/def2-TZVPD.

CARTESIAN COORDINATES (ANGSTROEM)
C 0.64976 3.53803 6.93832
H 1.70389 3.42704 6.65564
O -0.12335 2.47025 6.45482
C -0.10443 2.36447 5.05335
C -0.92091 1.13044 4.65756
N -1.08993 1.03508 3.22971
C -0.44995 0.10808 2.47485
O 0.27575 -0.74376 2.94453
C -0.72815 0.20794 1.01018
C -0.78955 1.43034 0.35016
C -0.99358 1.47307 -1.01608
C -1.13954 0.29945 -1.74520
C -1.08248 -0.92179 -1.08336
C -0.86993 -0.96652 0.27939
H -0.80459 -1.91194 0.79444
H -1.17809 -1.84318 -1.63653
C -1.38443 0.36235 -3.22698
N -0.63856 -0.59799 -3.98511
C -1.25367 -1.73097 -4.38672
O -0.71125 -2.64263 -4.96767
C -2.73479 -1.72393 -4.04273
H -3.31771 -2.01603 -4.91510
H -2.95128 -2.41556 -3.22658
S -3.15772 -0.03043 -3.57720
C 0.70706 -0.28718 -4.41902
H 0.66442 0.58127 -5.08988
C 1.68324 0.02222 -3.28306
C 1.79479 -1.03342 -2.21246
C 1.60748 -2.38419 -2.47323
C 1.72208 -3.31596 -1.45487
C 2.03114 -2.91394 -0.16790
C 2.23341 -1.57063 0.09953
C 2.11750 -0.64203 -0.91769
H 2.26658 0.40749 -0.70306
H 2.46038 -1.24766 1.10381
H 2.11175 -3.64090 0.62612
H 1.56544 -4.36237 -1.67351
H 1.35886 -2.72464 -3.46649
H 1.40355 0.96773 -2.81081
H 2.66766 0.16794 -3.73981
H 1.04268 -1.15121 -4.99648
H -1.20417 1.37448 -3.60641
H -1.03499 2.42623 -1.52423
H -0.64539 2.35374 0.89341
H -1.69257 1.70661 2.78197
H -0.40007 0.22868 4.98513
H -1.89460 1.18040 5.15249
H 0.92822 2.26616 4.68449
H -0.54391 3.26985 4.59847
H 0.28344 4.50018 6.55761
H 0.56052 3.51933 8.02220

Orbital gap in eV: 9.285
Highest occupied orbital energy in eV: -8.8
SMILES string: COCCNC(=O)c1ccc([C@@H]2SCC(=O)N2CCc2ccccc2)cc1

=====

Here is one molecule with the formula C21H24N2O4S from the Open Molecules 2025 dataset. Energies are from wB97M-V/def2-TZVPD.

CARTESIAN COORDINATES (ANGSTROEM)
C -6.82942 -2.07533 -1.88714
H -7.35993 -2.32286 -0.96553
O -6.55872 -0.69522 -1.98138
C -5.76082 -0.05825 -1.07936
C -5.56196 1.29127 -1.35766
C -4.78413 2.09960 -0.55263
C -4.18840 1.56720 0.57621
C -4.37292 0.22196 0.86578
C -5.14475 -0.60660 0.06251
O -5.33500 -1.93852 0.33714
C -4.67416 -2.50269 1.44228
H -5.00939 -2.05754 2.38483
H -4.94241 -3.55834 1.43027
H -3.58725 -2.40561 1.35734
H -3.89106 -0.18062 1.74235
C -3.30390 2.40698 1.46980
C -1.88852 2.05403 1.19496
N -1.05182 2.74406 0.49920
C 0.10192 1.99606 0.47513
C 1.33656 2.21445 -0.11942
C 2.30709 1.24981 0.05677
C 2.07209 0.08476 0.79963
C 0.83074 -0.15423 1.37898
C -0.13292 0.81580 1.21179
O -1.41078 0.87213 1.66707
H 0.65493 -1.06493 1.92819
C 3.10933 -0.97910 0.97239
O 2.81723 -2.15304 1.10299
N 4.38594 -0.53668 1.00566
H 4.58827 0.44196 0.88726
C 5.51134 -1.43537 1.09481
H 5.20515 -2.29353 1.69798
H 6.33006 -0.91037 1.59091
C 5.97342 -1.93266 -0.28142
C 6.14992 -0.80484 -1.28653
H 5.18514 -0.36648 -1.54903
H 6.63212 -1.17418 -2.19240
S 7.20097 0.54463 -0.62601
C 7.34941 1.52068 -2.14637
H 6.36105 1.81180 -2.49249
H 7.86302 0.93696 -2.90579
H 7.93131 2.40216 -1.89905
H 6.91528 -2.46745 -0.15381
H 5.23005 -2.62707 -0.67816
H 3.26605 1.39444 -0.41986
H 1.51783 3.10520 -0.69811
H -3.52681 2.20298 2.51908
H -3.44101 3.46589 1.25861
H -4.64457 3.13893 -0.80486
H -6.04109 1.68625 -2.23922
H -7.46702 -2.29602 -2.74342
H -5.91742 -2.67246 -1.95031

Orbital gap in eV: 8.683
Highest occupied orbital energy in eV: -8.1
SMILES string: COc1ccc(Cc2nc3ccc(C(=O)NCCCSC)cc3o2)cc1OC

=====

Here is one molecule with the formula C21H24N2O5 from the Open Molecules 2025 dataset. Energies are from wB97M-V/def2-TZVPD.

CARTESIAN COORDINATES (ANGSTROEM)
O -1.94203 1.27895 -3.51009
C -0.73633 1.32457 -3.46863
N -0.05737 2.40984 -3.01377
C 1.32466 2.48026 -2.91894
C 1.98398 3.69228 -2.76402
C 3.36495 3.72455 -2.68694
C 4.09758 2.55235 -2.77583
C 3.44966 1.33693 -2.92073
C 2.06392 1.29225 -2.97196
N 1.34332 0.09341 -3.11384
C 1.41653 -0.98500 -2.28693
O 0.74162 -1.97589 -2.46538
C 2.31127 -0.88100 -1.04608
H 3.03645 -1.69514 -1.02594
O 1.46620 -1.09566 0.08209
C 0.49559 -0.18906 0.24383
O 0.41527 0.80651 -0.43473
C -0.50236 -0.59529 1.30479
C -1.31139 0.61933 1.76420
C -2.37696 0.16869 2.76089
C -1.70484 -0.48571 3.96739
H -1.03811 0.22233 4.46411
C -0.89348 -1.70369 3.50820
C 0.17273 -1.25791 2.50517
H 0.75184 -2.12609 2.19181
H 0.85244 -0.56063 2.99794
C -1.83560 -2.70698 2.83240
C -2.50818 -2.04873 1.62867
C -1.44505 -1.60570 0.62587
H -0.86990 -2.46410 0.27440
H -1.91800 -1.13917 -0.24115
C -3.31403 -0.83474 2.08954
H -3.80331 -0.36854 1.23247
H -4.09121 -1.14675 2.79101
H -3.17530 -2.77053 1.14576
H -1.26209 -3.58103 2.51763
H -2.59272 -3.04034 3.54849
O -0.20449 -2.29812 4.59551
H -0.85276 -2.61184 5.23580
H -2.46090 -0.80044 4.69273
H -2.95115 1.03972 3.09482
H -1.77543 1.09394 0.89824
H -0.64486 1.35003 2.22749
H 2.79978 0.09149 -0.95777
C 0.18088 0.21134 -3.97196
H -0.35787 -0.73793 -3.96333
H 0.49124 0.44423 -4.99758
H 4.01281 0.41882 -2.99700
H 5.17507 2.58150 -2.73278
H 3.87112 4.66938 -2.56364
H 1.40945 4.60405 -2.69850
H -0.60263 3.19924 -2.69373

Orbital gap in eV: 9.229
Highest occupied orbital energy in eV: -8.6
SMILES string: O=C1CN(C(=O)COC(=O)[C@@]23C[C@@H]4C[C@@H](C[C@@](O)(C4)C2)C3)c2ccccc2N1

=====

Here is one molecule with the formula C21H24N2O5S from the Open Molecules 2025 dataset. Energies are from wB97M-V/def2-TZVPD.

CARTESIAN COORDINATES (ANGSTROEM)
C 6.01773 0.67226 -1.61834
C 5.00014 0.59942 -0.52079
C 4.68418 -0.62667 0.04922
C 3.73089 -0.73403 1.05137
C 3.08955 0.41499 1.49638
C 3.39968 1.64505 0.94146
C 4.34663 1.73663 -0.06439
H 4.57969 2.69876 -0.49847
H 2.88663 2.52923 1.29071
H 2.33506 0.35207 2.26648
C 3.35127 -2.08255 1.59700
H 4.24256 -2.65284 1.86615
H 2.73473 -1.95646 2.48888
C 2.55877 -2.87624 0.54843
N 1.41646 -2.12186 0.08615
C 1.34363 -1.63686 -1.16296
O 2.10844 -1.92641 -2.06033
C 0.16562 -0.67887 -1.38648
C 0.41178 0.66480 -0.71712
H 0.02774 1.49688 -1.29938
H 1.46471 0.83904 -0.50033
S -0.46171 0.76890 0.87952
O -0.20769 -0.43232 1.64114
O -0.11539 2.01319 1.51320
C -2.21042 0.74964 0.43998
C -2.88864 -0.42370 0.72368
C -4.22997 -0.55117 0.40569
C -4.88148 0.52191 -0.21712
C -4.18990 1.69345 -0.48098
C -2.84293 1.83253 -0.15901
C -2.13155 3.11032 -0.47212
H -1.29531 3.25639 0.20452
H -1.75924 3.09568 -1.49720
H -2.81451 3.95183 -0.38306
H -4.71023 2.51259 -0.95547
N -6.21373 0.36171 -0.58433
C -6.97339 -0.70056 -0.20551
O -8.11376 -0.84853 -0.57092
C -6.28066 -1.64286 0.77178
H -6.66332 -2.65530 0.62758
O -4.87397 -1.72365 0.65190
H -6.55288 -1.31049 1.78716
H -6.64819 1.06665 -1.16618
H -2.36974 -1.23516 1.20661
H -0.75221 -1.12402 -0.99676
H 0.05971 -0.54973 -2.46484
H 0.81618 -1.71840 0.79970
H 3.17652 -3.08197 -0.32878
H 2.21787 -3.82414 0.97770
H 5.18741 -1.51547 -0.30410
H 5.67634 0.09869 -2.47936
H 6.18594 1.70047 -1.92889
H 6.96493 0.24715 -1.28917

Orbital gap in eV: 9.192
Highest occupied orbital energy in eV: -8.9
SMILES string: Cc1cccc(CCNC(=O)CCS(=O)(=O)c2cc3c(cc2C)NC(=O)CO3)c1

=====

Here is a 3-piece molecular cluster, C21H24N3S overall from the Open Molecules 2025 dataset. Energies are from wB97M-V/def2-TZVPD.

CARTESIAN COORDINATES (ANGSTROEM)
C 1.37452 2.62878 3.09838
C 0.39227 1.62459 2.50493
C -0.02471 1.99481 1.05570
C -0.01554 0.78107 0.11494
C -1.35572 2.69929 1.04864
C -1.44363 4.01948 0.64544
N -2.61465 4.65699 0.64430
N -3.76877 4.14622 1.00330
C -3.74220 2.89829 1.38781
C -2.55744 2.11781 1.43183
N -2.58226 0.81789 1.85760
C -3.53272 0.15565 2.26349
S -4.69442 -0.67246 2.83251
H 2.25914 2.73860 2.46644
H 0.91006 3.61633 3.19023
H 1.70121 2.32698 4.09370
H -0.49799 1.58874 3.14274
H 0.81235 0.61704 2.50683
H 0.70890 2.72356 0.69451
H -0.51665 0.96318 -0.83724
H 1.02630 0.53617 -0.11217
H -0.44013 -0.09950 0.59873
H -0.57899 4.57957 0.31052
H -2.66677 5.62611 0.35193
H -4.69915 2.48072 1.68403
C -1.79974 -3.99863 -2.45142
C -2.75364 -3.09426 -2.89705
C -3.08878 -1.99708 -2.11576
C -2.46520 -1.80642 -0.89071
C -1.51102 -2.71060 -0.44379
C -1.17881 -3.80875 -1.22436
H -1.54142 -4.85489 -3.06024
H -3.23649 -3.24494 -3.85347
H -3.83480 -1.29367 -2.46334
H -2.72072 -0.94811 -0.28250
H -1.02598 -2.56386 0.51419
H -0.43908 -4.51785 -0.87608
C 2.97970 -2.08788 -1.12446
C 3.83285 -1.54209 -0.17471
C 5.12570 -1.18111 -0.52880
C 5.56262 -1.36387 -1.83344
C 4.70869 -1.90816 -2.78294
C 3.41679 -2.27134 -2.42889
H 1.97143 -2.37385 -0.84857
H 3.49343 -1.40485 0.84493
H 5.79502 -0.76403 0.21252
H 6.57114 -1.08542 -2.10969
H 5.05167 -2.05188 -3.79916
H 2.75193 -2.69951 -3.16794

Orbital gap in eV: 6.166
Charge: +1
Highest occupied orbital energy in eV: -11.1

=====

Strongest force on any atom readings, ordered: 1.20, 2.87, 0.70, 0.65, 1.34, 0.62, 0.83, 0.49 eV/A
E_tot readings, ordered: -61261.82258, -46624.40015, -42125.40398, -42125.45952, -44172.02144, -35386.84371, -46220.55424, -37464.48753 eV